{
  "formula": "C5H9N2",
  "method": "ωB97M-V/def2-TZVPD",
  "symbols": ["C", "C", "C", "C", "C", "N", "N", "H", "H", "H", "H", "H", "H", "H", "H", "H"],
  "positions_angstrom": [[1.36513, 1.19411, 0.21769], [0.22173, -0.89438, -0.63721], [-0.21786, 0.44844, -0.33984], [-0.36698, -1.90652, 0.32672], [-1.39480, 1.21038, -0.12695], [1.68196, -0.96421, -0.26009], [2.18755, 0.02531, 0.14364], [1.74577, 2.04341, -0.50822], [1.22540, 1.76180, 1.25502], [0.14714, -1.11238, -1.78326], [-0.35562, -1.50983, 1.30407], [0.26679, -2.75779, 0.25419], [-1.43653, -1.96481, 0.14023], [-2.25585, 0.71940, -0.51181], [-1.36746, 2.29621, -0.46929], [-1.44637, 1.41087, 0.99511]],
  "forces_ev_per_angstrom": [[-2.524, 1.593, -0.677], [0.197, 1.149, -1.399], [4.287, 2.150, 1.686], [-1.728, 0.698, -0.845], [-0.391, 1.242, 0.150], [-0.255, -2.604, -1.749], [1.180, 2.856, 1.577], [-0.862, -1.815, 1.106], [0.424, -1.718, -1.973], [-0.166, 0.055, 1.917], [0.584, 0.411, 1.359], [-0.118, -1.030, 0.001], [0.023, -1.009, -0.353], [-1.040, -0.186, 0.018], [0.364, -1.237, 0.112], [0.026, -0.557, -0.931]],
  "e_lumo_ev": -6.79,
  "total_charge": 1,
  "homo_ev": -13.95
}

***

{
  "formula": "C5H9N2",
  "method": "ωB97M-V/def2-TZVPD",
  "symbols": ["C", "N", "C", "N", "C", "C", "C", "H", "H", "H", "H", "H", "H", "H", "H", "H"],
  "positions_angstrom": [[-2.59032, -0.22733, -0.01484], [-1.21252, -0.35427, -0.34523], [-0.02912, -0.94010, 0.31647], [1.19922, -1.27896, 0.00018], [2.07392, -0.05728, -0.07056], [1.06419, 1.07911, -0.21777], [-0.19167, 0.49491, 0.47301], [-2.77072, -0.49868, 1.04082], [-2.91358, 0.78172, -0.20436], [-3.08790, -0.73834, -0.91346], [1.49982, -2.14902, -0.31053], [2.64007, -0.10722, -0.92321], [2.71213, 0.06468, 0.73160], [1.49499, 2.05313, 0.32796], [0.83804, 1.14873, -1.32935], [-0.72656, 0.72891, 1.43927]],
  "forces_ev_per_angstrom": [[-1.288, -1.294, -1.484], [4.122, -0.330, 0.990], [-0.531, 2.369, -2.135], [-1.666, 1.416, 1.236], [-2.314, 0.030, 0.386], [-0.215, 1.734, 0.558], [-1.016, -1.067, 0.970], [-0.550, -0.194, -0.760], [0.356, 0.739, 0.285], [-0.040, -0.137, 2.146], [0.440, -1.861, -0.796], [1.451, -0.514, -2.143], [1.160, -0.157, 1.975], [-1.272, -1.993, -1.704], [0.203, 0.670, 1.437], [1.160, 0.588, -0.960]],
  "e_lumo_ev": -5.89,
  "total_charge": 1,
  "homo_ev": -14.78,
  "smiles": "CN1C2=[NH+]CC[C@H]21"
}

***

{
  "formula": "C5H9N2",
  "method": "ωB97M-V/def2-TZVPD",
  "symbols": ["C", "C", "C", "C", "C", "N", "N", "H", "H", "H", "H", "H", "H", "H", "H", "H"],
  "positions_angstrom": [[-0.09587, -1.36114, -1.78128], [1.08816, -3.07663, -0.63196], [-0.35807, 2.99592, 0.96828], [-0.75145, 1.67441, 1.67407], [0.99884, -1.58774, -0.81039], [-0.15391, -2.25321, -0.68467], [-0.27394, 1.72023, 0.33046], [-0.81444, -0.45697, -1.69749], [-0.04645, -1.73126, -2.82157], [1.27049, -3.82221, -1.45183], [1.07970, -3.50351, 0.47877], [-1.18260, 3.52927, 0.60094], [0.39987, 3.65188, 1.47027], [-0.03428, 1.19125, 2.24125], [-1.75375, 1.64959, 1.89337], [0.62769, 1.38013, 0.22176]],
  "forces_ev_per_angstrom": [[-2.308, 3.285, -2.319], [-0.631, -1.799, 2.950], [0.636, -0.283, 2.477], [1.558, 2.347, -1.236], [-0.805, -1.776, -0.215], [0.693, -0.436, 0.651], [-1.745, 0.160, -2.324], [1.672, -1.351, 0.384], [0.328, -0.013, 0.589], [0.269, 1.091, 0.639], [0.718, 1.136, -2.628], [-0.976, 0.852, -0.289], [-0.082, -1.192, -1.067], [0.864, -0.385, 2.068], [-2.203, -0.980, 0.188], [2.012, -0.658, 0.132]],
  "e_lumo_ev": -7.87,
  "total_charge": 1,
  "homo_ev": -12.18
}

***

{
  "formula": "C5H9N2O",
  "method": "ωB97M-V/def2-TZVPD",
  "symbols": ["N", "C", "C", "C", "C", "N", "C", "O", "H", "H", "H", "H", "H", "H", "H", "H", "H"],
  "positions_angstrom": [[-1.66881, -0.23234, -0.56181], [-0.69217, -1.29905, -0.88242], [0.68382, -0.71294, -1.12616], [1.27654, -0.26934, 0.34978], [0.72676, 0.86874, 0.94449], [0.50436, 1.46899, 2.09543], [-0.06771, 2.05511, 0.89094], [-0.61411, 2.99242, 0.49321], [-1.94018, 0.38227, -1.30531], [-2.47383, -0.63725, -0.08061], [-1.10601, -1.56436, -1.77531], [-0.88910, -2.08217, -0.09747], [0.46977, 0.12177, -1.64781], [1.40346, -1.35846, -1.60913], [1.26043, -1.17217, 1.05249], [2.32015, 0.11701, 0.17702], [0.80663, 1.32178, 3.08267]],
  "forces_ev_per_angstrom": [[0.575, 0.293, 2.511], [-1.294, 0.701, 1.579], [0.249, -1.846, 4.683], [1.292, -2.411, -1.848], [-2.357, 1.039, 0.954], [0.945, -0.715, 0.397], [0.584, 0.423, -0.257], [-0.463, 0.232, -0.117], [-0.145, -0.098, -0.444], [0.237, 0.503, -0.462], [-0.188, -2.201, -2.719], [0.966, 0.548, -0.931], [-0.023, 2.945, -2.059], [0.027, -0.116, -0.021], [0.375, 1.366, -0.795], [-0.276, -0.752, 0.148], [-0.505, 0.091, -0.618]],
  "e_lumo_ev": -5.37,
  "total_charge": 1,
  "homo_ev": -13.23,
  "smiles": "NCCCc1[nH+]c1=O"
}

***

{
  "formula": "C5H9N2O",
  "method": "ωB97M-V/def2-TZVPD",
  "symbols": ["C", "C", "C", "C", "C", "N", "N", "O", "H", "H", "H", "H", "H", "H", "H", "H", "H"],
  "positions_angstrom": [[0.95985, -0.53344, 0.82851], [2.01254, -0.15883, 0.10265], [-0.14301, -1.47805, -0.06559], [0.18522, 0.96768, 0.88835], [-1.12906, 0.50760, -1.11860], [-1.28245, -0.71175, -0.31642], [-0.32635, 1.46756, -0.27095], [2.69344, 0.40560, -0.61524], [1.20743, -0.89417, 1.94610], [0.36069, -1.95711, -0.93184], [-0.39806, -2.36472, 0.45177], [-0.70382, 0.65425, 1.59862], [0.89656, 1.49526, 1.39377], [-2.01872, 0.90086, -1.46822], [-2.05752, -0.61422, 0.35277], [0.23723, 2.06734, -0.83832], [-0.49395, 0.24613, -1.93738]],
  "forces_ev_per_angstrom": [[-1.719, -2.230, 2.559], [1.981, 1.153, -1.825], [0.618, 0.449, 0.028], [-3.424, -2.581, 1.576], [2.815, -1.589, 2.454], [-1.524, 0.962, -1.270], [-0.719, 0.002, -1.436], [-0.264, -0.806, 0.638], [-0.502, 0.729, -2.715], [-0.190, 1.197, -0.045], [-0.202, -0.549, 1.388], [1.997, 0.653, -1.086], [1.339, 2.282, 1.210], [-1.871, 0.808, -0.323], [0.943, -0.715, -0.271], [0.500, 0.400, 0.027], [0.222, -0.168, -0.910]],
  "e_lumo_ev": -4.61,
  "total_charge": 1,
  "homo_ev": -13.61
}

***

{
  "formula": "C5H9N2O",
  "method": "ωB97M-V/def2-TZVPD",
  "symbols": ["N", "C", "C", "C", "C", "N", "C", "O", "H", "H", "H", "H", "H", "H", "H", "H", "H"],
  "positions_angstrom": [[2.02139, 0.64892, -0.25708], [0.58821, 0.39346, 0.09482], [0.12495, 0.35613, 1.48423], [0.00676, -0.91264, 0.64442], [-1.42176, -1.31246, 0.03565], [-1.86307, -0.42822, -1.04941], [-1.31678, 0.58711, -1.45957], [-0.13545, 1.12835, -1.01960], [1.95957, 0.44808, -1.19976], [2.58696, 0.11889, 0.22915], [2.23858, 1.62912, -0.11595], [-0.91473, 0.77980, 1.59083], [0.88506, 0.62076, 2.16757], [0.69387, -1.76646, 0.71849], [-1.55315, -2.28551, -0.50712], [-2.17768, -1.22871, 0.90756], [-1.72275, 1.22339, -2.26423]],
  "forces_ev_per_angstrom": [[-5.268, 3.385, -0.512], [-2.904, 0.517, -2.305], [-2.478, 0.397, -1.235], [0.713, -0.595, -1.453], [-0.396, 1.246, 0.371], [-1.353, -1.228, 1.040], [0.403, 0.984, -0.573], [2.415, -0.646, 2.403], [0.897, -0.528, -2.940], [4.055, -3.752, 3.017], [0.093, 0.435, -0.056], [1.446, -0.004, 0.357], [0.363, -0.342, 1.285], [-0.181, 0.477, 0.377], [0.926, 0.374, 1.376], [1.035, -0.325, -1.540], [0.234, -0.396, 0.387]],
  "e_lumo_ev": -3.68,
  "total_charge": 1,
  "homo_ev": -13.63,
  "smiles": "[NH3+][C@]12C[C@H]1CN=CO2"
}